Molecular formula: C4H7NO2S
Method: DFT, the ωB97M-V functional and the def2-TZVPD basis

The calculation puts the HOMO energy (spin up / spin down) at -4.23 / -4.22 eV. As for the orbital gap (spin up / spin down): 0.269 / 0.196 hartree. The calculation puts the energy above the lowest of the compared OMol25 structures with the same formula, charge and spin at 71.9 kJ/mol. Its net charge is -1. The multiplicity is 2.

Structure (XYZ):
```
15
Properties=species:S:1:pos:R:3:forces:R:3
H -1.6285 -0.8553 -0.9335 -0.67 -0.85 -0.39
S 2.7529 1.2173 -0.7413 -1.91 0.09 1.08
C -2.0894 0.6736 0.2588 -1.45 -1.49 -0.16
O -1.6000 1.6122 0.8925 -0.05 0.93 0.77
N -1.2208 -0.0279 -0.5902 2.69 -0.29 -0.56
C 0.8510 -1.4025 0.2726 0.82 6.34 1.97
H 0.3951 2.0634 -0.0897 0.66 -1.27 -0.18
C 0.9187 1.0712 0.0588 1.66 1.17 -0.55
H 1.0448 0.9707 1.1687 0.02 0.07 -1.12
H 0.5110 -1.4009 1.2968 -0.54 0.48 0.48
H 0.6259 -2.2820 -0.0426 -1.41 -5.59 -2.73
O -3.2663 0.1842 0.2024 0.81 1.04 0.45
H 0.5039 -0.3850 -1.5865 0.71 0.56 -0.47
C 0.2774 -0.1534 -0.5610 -1.70 -1.09 1.86
H 1.9242 -1.2858 0.3941 0.36 -0.10 -0.45
```
Forces are in eV/Å.

=====

Molecular formula: C4H7NO2S
Method: DFT, the ωB97M-V functional and the def2-TZVPD basis

As for the structure (SMILES): O=C(O)[C@@H]1NCCS1. The calculation puts the HOMO energy at -8.99 eV. As for the orbital gap: 0.353 hartree. The calculation puts the energy above the lowest of the compared OMol25 structures with the same formula, charge and spin at 363.0 kJ/mol. Its net charge is 0.

Structure (XYZ):
```
15
Properties=species:S:1:pos:R:3:forces:R:3
O 2.7199 0.1367 -0.6312 3.35 -2.64 11.03
H -2.3976 1.7705 0.4794 -1.45 2.28 1.22
H -2.1926 1.1121 -1.2388 1.10 1.12 2.20
C -1.8341 1.1431 -0.0892 -1.23 -2.74 -4.42
H -3.0480 -0.6284 -0.1651 -5.01 -2.04 -3.39
H 0.2270 0.3739 -1.4304 0.68 0.80 -7.68
H -0.1306 1.3001 1.2115 -1.44 0.51 -4.18
C 1.6383 0.0494 0.1380 -0.61 -0.15 1.60
N -0.4395 1.3728 0.0261 1.66 0.25 5.67
S -0.7374 -1.2550 -0.2102 -1.44 -0.85 0.62
H 2.4771 0.3150 -1.3905 -3.36 2.80 -12.13
O 1.7556 -0.1725 1.3144 -0.24 0.32 -0.56
C -2.2611 -0.2928 0.2669 6.35 2.01 3.85
C 0.2251 0.2358 -0.4973 1.19 -1.13 6.00
H -2.4741 -0.2993 1.3385 0.45 -0.54 0.17
```
Forces are in eV/Å.

=====

Molecular formula: C4H7NO2S
Method: DFT, the ωB97M-V functional and the def2-TZVPD basis

As for the structure (SMILES): CC1=NOCSCO1. The calculation puts the HOMO energy at -8.60 eV. As for the orbital gap: 0.344 hartree. The calculation puts the energy above the lowest of the compared OMol25 structures with the same formula, charge and spin at 592.4 kJ/mol. Its net charge is 0.

Structure (XYZ):
```
15
Properties=species:S:1:pos:R:3:forces:R:3
C 1.1127 0.2541 -0.8775 -1.39 1.81 -1.33
S 1.8176 -0.5131 0.5056 1.52 0.00 1.66
O -0.1528 -0.2891 -1.3017 -0.19 -0.26 -1.10
H 1.6528 -0.0146 -1.7654 1.21 0.12 0.02
H -1.8139 2.4399 -1.2888 -0.61 -3.44 -0.45
C -1.1975 0.2653 -0.7209 -1.52 1.85 4.09
H -3.3321 1.1070 -0.9645 3.98 0.46 -1.67
H 0.9940 1.4079 -0.8633 0.30 -1.80 0.34
H 0.6875 -0.8763 2.7249 0.26 2.47 -1.99
H 0.3090 0.9367 1.8853 0.34 -0.75 0.46
C 0.5567 -0.1374 1.7790 -1.03 -3.43 -0.32
N -1.3853 0.1839 0.5999 -1.30 0.50 -4.12
O -0.5871 -0.8105 1.0882 1.25 0.51 2.31
H -2.1311 0.9932 -2.7149 0.04 0.78 3.99
C -2.1105 1.2388 -1.4462 -2.86 1.21 -1.90
```
Forces are in eV/Å.

=====

Number 1: E_tot -20681.564 eV. Number 2: E_tot -20678.974 eV. Number 3: E_tot -20676.597 eV.